Here is a cluster of 2 separate species, C4H12NO2S in total at a distorted geometry from the Open Molecules 2025 dataset. Energies are from the ωB97M-V functional and the def2-TZVPD basis.

Properties
HOMO-LUMO gap: 7.08 eV
total charge: -1
calculated total energy: -763.06524 hartree
HOMO energy: -3.2 eV
2S+1: 1

Last column: Mulliken charge in e.
Element x y z (Å)
1 H 3.730680 0.864414 -0.124467  0.31
2 H 0.185962 2.518424 1.042343  0.30
3 H -1.818653 0.147741 -0.536719  0.18
4 H -2.287848 -2.036539 0.804119  0.36
5 S 0.847482 -0.819347 -2.058193  -0.64
6 C -0.460662 -1.411167 -0.895852  -0.99
7 C -1.910396 -1.066455 1.127745  -1.56
8 H -1.249321 -1.884184 -1.455917  0.38
9 C -1.042167 -0.351810 0.033930  0.48
10 H 2.770267 -0.276842 -0.295687  0.28
11 H -2.710804 -0.425813 1.490012  0.36
12 H 0.032627 -2.241631 -0.376127  0.27
13 H -1.008357 2.088336 -0.284563  0.25
14 N -0.092880 0.521188 0.688077  -0.30
15 O 1.010487 2.118142 -0.717856  -0.50
16 C -0.036109 1.890495 0.181947  -0.36
17 O 3.421379 0.080472 0.337376  -0.68
18 H -1.165577 -1.311127 1.895511  0.35
19 H 0.960990 1.511020 -1.480827  0.24
20 H 0.822897 0.084681 0.625147  0.26

Atomic forces in eV per Å
-0.1 0.1 0.1
-0.2 0.5 -0.1
0.4 0.9 -0.4
-0.4 0.1 -0.3
-0.2 0.2 0.0
1.5 -0.1 -0.3
1.5 -0.3 -0.1
-0.5 0.0 -0.3
-1.4 -1.6 0.5
-0.1 -0.1 -0.1
0.0 0.0 0.3
-0.2 0.2 0.5
0.0 0.3 0.3
-0.5 0.2 -0.4
0.4 0.9 -0.2
0.6 -1.1 0.1
0.0 -0.1 -0.1
-0.5 0.2 0.4
-0.3 -0.5 0.2
0.1 0.3 0.1

---

Here is a cluster of 2 separate species, C4H11N3O2 in total at a distorted geometry from the Open Molecules 2025 dataset. Energies are from the ωB97M-V functional and the def2-TZVPD basis.

Properties
HOMO-LUMO gap (alpha / beta): 9.91 / 6.13 eV
total charge: +1
calculated total energy: -473.45320 hartree
HOMO energy (alpha / beta): -13.8 / -13.8 eV
2S+1: 2

Last column: Mulliken charge in e.
Element x y z (Å)
1 H 0.003310 1.177446 -3.351662  0.30
2 H 1.031473 0.606816 -2.095444  0.30
3 N -1.351056 0.573802 0.210893  -0.35
4 H -2.358789 0.477987 0.185522  0.22
5 C -0.023730 0.841879 -2.319770  -0.67
6 O 0.230005 -2.297774 2.229753  -0.45
7 C -0.721575 1.733138 -0.222826  0.63
8 H 1.508288 -0.530971 0.852404  0.18
9 H -0.509388 3.681689 0.418323  0.27
10 C 1.716274 -1.586640 0.636979  -0.85
11 C 0.540132 -2.467966 0.916509  0.64
12 H -0.673721 -0.007005 -2.166068  0.37
13 H -0.843659 -0.277607 0.412224  0.16
14 H 1.996561 -1.652767 -0.413241  0.33
15 N -0.835453 2.745958 0.613081  -0.23
16 H 2.598175 -1.700613 1.264281  0.34
17 H -1.395151 2.612764 1.451189  0.30
18 O -0.167551 -3.111003 0.185775  -0.53
19 N -0.236240 1.980745 -1.444229  -0.32
20 H -0.507908 -2.799878 2.636307  0.36

Atomic forces in eV per Å
-0.2 0.1 0.0
0.0 -0.4 0.0
0.1 -0.3 0.0
0.2 0.3 0.1
0.6 1.2 0.3
0.2 0.2 0.9
-1.7 -0.3 0.8
-0.6 -0.1 -0.1
0.0 0.1 -0.4
0.7 0.7 -1.0
-1.5 -0.1 1.3
-0.1 -0.2 0.2
0.0 0.1 -0.5
0.1 -0.2 0.1
-0.2 0.2 0.1
-0.1 -0.8 0.1
0.4 -0.1 0.0
0.9 0.4 -0.3
0.7 -0.7 -0.6
0.4 0.0 -1.1

---

Here is a cluster of 4 separate species, C3H14NO3 in total at a distorted geometry from the Open Molecules 2025 dataset. Energies are from the ωB97M-V functional and the def2-TZVPD basis.

Properties
HOMO-LUMO gap: 10.97 eV
total charge: +1
calculated total energy: -402.90801 hartree
HOMO energy: -14.0 eV
2S+1: 1

Last column: Mulliken charge in e.
Element x y z (Å)
1 C -2.055515 0.802650 0.109491  -1.20
2 H 0.340762 -0.821289 0.965171  0.33
3 H -2.934900 0.664565 -0.531655  0.34
4 O 1.459201 4.395172 -1.188924  -0.64
5 H 2.099575 -0.051448 1.612040  0.32
6 O 1.828217 -0.944468 1.856783  -0.68
7 H -1.195474 -1.373251 0.671271  0.43
8 H 2.524924 -1.215887 2.466175  0.31
9 O -0.543489 -3.661707 0.641359  -0.62
10 H -1.908023 1.842638 0.390291  0.31
11 H -0.502400 -4.539035 0.274011  0.32
12 N -0.357113 -1.035451 0.216967  -0.22
13 H 1.618160 5.275325 -1.457943  0.32
14 H -0.660857 1.289189 -2.335004  0.27
15 C -0.864008 0.186376 -0.520302  0.78
16 H 2.133970 3.787495 -1.543924  0.32
17 H 0.102347 -1.638740 -0.460562  0.40
18 H 0.617724 0.148549 -2.098226  0.26
19 C -0.306492 0.520183 -1.656309  -1.02
20 H 0.046041 -3.660687 1.387920  0.32
21 H -2.381255 0.294100 1.029288  0.36

Atomic forces in eV per Å
-1.1 -0.4 0.5
-0.4 -0.3 -0.3
0.2 0.5 -0.1
-0.3 -2.3 0.6
0.1 0.1 0.0
0.3 0.4 0.0
0.1 -1.2 -0.1
-0.2 -0.3 0.1
-0.3 0.6 -0.3
0.0 0.1 -0.3
0.0 -0.6 -0.2
0.2 2.4 -0.4
0.6 1.3 -0.6
-0.5 0.3 0.7
0.3 -0.5 0.3
-0.3 1.0 0.1
-0.5 -0.7 0.4
-0.2 -0.7 0.5
1.0 0.5 -1.3
0.4 -0.2 0.5
0.4 0.0 0.0

---

- What is the total charge in the third record?
  +1